The following is a quantum chemistry calculation of C3H3O2Sm as an isolated structure, from the OMol25 dataset.

Geometry as ORCA input:
```
! wB97M-V def2-TZVPD RIJCOSX def2/J DEFGRID3
* xyz 0 8
O 0.93828 0.81637 -0.12110
O -0.27848 -1.04981 -0.22135
C 0.96266 0.33213 -1.40083
H -0.06565 -1.41398 -2.29199
H -2.64536 0.82420 3.89790
Sm -0.86547 0.48415 3.07307
C 0.16759 -0.73665 -1.47731
C 0.12295 -0.02580 0.64577
H 1.66347 0.76939 -2.10416
*
```

Computed properties:
Frontier orbital gap (spin up / spin down), eV: 4.174 / 7.319
Molar mass, g mol⁻¹: 221.42
E_LUMO (spin up / spin down), hartree: -0.0221 / -0.0238

The following is a quantum chemistry calculation of C40H49ClGeN3O3PPdTe as an isolated structure, from the OMol25 dataset.

Geometry as ORCA input:
```
! wB97M-V def2-TZVPD RIJCOSX def2/J DEFGRID3
* xyz -2 3
N 2.84881 1.73924 3.18562
C -3.33405 2.36958 -3.91664
H 5.33881 3.24987 4.50538
H -7.59027 -1.61495 -2.14050
H -3.34445 -3.84783 0.00290
H 1.99337 -2.70058 5.82413
H 4.48601 0.97674 4.26994
H -0.42785 3.57541 -1.98765
C 4.41383 -1.34332 -0.55439
O -1.05172 -2.95492 -1.47690
H 3.43308 -0.65512 4.73428
H -1.64339 -2.37124 -4.48609
C -2.69334 -0.12517 -2.93345
H -0.11737 -1.38480 2.87910
H -4.72864 -1.47538 3.28168
H 1.25055 -3.90821 3.30213
C -2.85899 2.28627 -2.62987
Pd 0.84589 1.53634 -1.62832
H -1.78522 0.99503 -1.30576
C 1.36713 4.35351 -1.00336
C -3.46805 -0.04007 -4.13927
H 0.11924 -3.03922 4.40341
N 1.94847 -0.77329 3.18836
H 3.83787 -2.25176 -0.83839
C -4.01133 -2.79634 1.78168
C 2.29532 3.05606 3.39623
H -6.35311 -5.58341 -3.02015
H 4.63596 4.47171 -2.16634
C -6.80702 -2.36409 -2.30211
H -2.94517 -3.57941 -4.49355
Ge -2.64064 -2.05620 -2.14331
H 1.72889 3.38026 2.49343
H -4.33543 -3.75867 2.25316
H 4.82320 1.18905 2.54436
H -0.32708 3.23874 -0.22985
C 3.73786 4.74967 -1.58859
H 2.36211 3.86129 -2.85401
H -2.59072 0.37607 0.08272
Cl 5.41263 6.02742 0.13925
H 4.65803 0.44793 -1.86288
H -0.35386 -4.45637 -4.23782
C 3.29190 0.79798 -0.22041
H 2.18774 1.14663 -0.40331
C -4.18467 -1.56594 2.35997
H 3.11239 -0.31136 -2.04004
C 2.42192 -1.01772 4.55402
C 2.70352 5.85996 0.36572
O 0.89740 1.13526 1.50219
C -3.66503 1.20788 -4.65635
C -0.37036 -3.83786 -2.17869
H 2.77876 6.56044 1.18320
C -1.08458 -4.22351 -3.46819
H 1.54507 3.02968 4.23662
C 3.90466 -0.12846 -1.28580
C -3.76932 -0.40584 1.72905
Te -0.19780 -0.17468 -3.18835
H -5.33203 -0.83654 -2.10442
H -3.52055 3.36879 -4.33001
H -2.85599 3.15946 -1.96926
C 4.73123 3.08068 3.60738
H 1.70834 -0.53269 5.26576
C -2.44531 1.03812 -2.19771
H 5.04832 -0.87119 1.48256
H -4.04774 -4.99420 -2.53676
C -4.81279 -4.20360 -2.54730
H 3.68858 -1.97634 1.48272
H 5.46095 3.26880 2.78779
C 3.49501 3.97524 3.64868
C 1.47657 5.28450 0.04468
H -3.76097 -0.86801 -4.75515
H -4.05390 0.57800 2.15432
H 3.29753 4.44483 4.65965
O 0.66689 -4.38658 -1.80462
P 2.14636 0.58784 2.21260
C 0.88992 -1.77748 2.85266
H 3.14764 -3.02829 4.48312
H 3.52366 4.81171 2.93594
C 4.27797 1.66027 3.42288
H 3.91118 1.77228 -0.08183
H 0.62985 5.47997 0.70177
H -8.15295 -4.02089 -2.72675
C -3.06387 -0.51318 0.52777
C 4.12636 -1.14131 0.94748
C 2.47017 4.31842 -1.92165
C -5.51390 -1.92614 -2.25161
C -3.44052 -2.89190 0.53343
C -2.96626 -1.75025 -0.12907
C -6.12292 -4.54712 -2.68358
H -4.11375 1.28281 -5.63817
C 1.06721 -2.94069 3.86956
H 5.46992 -1.44830 -0.82305
C 3.88150 5.54141 -0.41328
H -1.59662 -5.17938 -3.23396
C -2.10510 -3.12280 -3.86431
C 2.20889 -2.52455 4.78582
C -4.45503 -2.82737 -2.35430
C 0.23371 3.49359 -1.12793
H 1.06363 -2.07868 1.80001
C -7.16093 -3.67316 -2.53146
N 3.19876 0.04159 1.00141
*
```

Computed properties:
Frontier orbital gap (spin up / spin down), eV: 4.212 / 4.842
Molar mass, g mol⁻¹: 992.91
E_LUMO (spin up / spin down), hartree: 0.1424 / 0.1423

The following is a quantum chemistry calculation of C36H52N3OP2Sn as an isolated structure, from the OMol25 dataset.

Geometry as ORCA input:
```
! wB97M-V def2-TZVPD RIJCOSX def2/J DEFGRID3
* xyz 3 1
C 0.60964 4.25065 2.38000
C -4.34191 -0.95536 -1.84714
H -2.90026 -2.69846 4.13355
C 2.04368 -4.07093 1.19939
P 1.39934 1.72375 1.49116
N 0.40669 -1.31638 0.30332
C 2.85125 -5.20679 1.28007
C 1.56298 3.60971 1.35314
H 1.27993 1.82798 -4.65448
N -2.25651 -0.28093 1.87010
C -1.21327 -2.20891 -2.76181
H 1.95326 -0.86693 4.19850
H 1.86623 3.65982 -0.82576
H -0.43868 3.96373 2.19806
H 1.06428 -1.03998 2.67084
H 0.57501 -1.73384 -3.93468
P -1.57883 -0.43221 -2.14067
H -1.34319 -2.10533 2.29484
H 0.09672 2.34388 4.14687
H -4.71930 0.56144 -4.07548
H 1.26535 5.16908 -0.09687
C -3.29994 0.53558 2.12642
H -1.63779 -3.50565 -4.42499
H 3.04783 5.14653 1.52615
H 4.34383 -6.42380 0.27514
C 2.97613 1.90766 -3.30022
C -4.25116 0.25731 3.10880
H -4.30174 -1.92538 -2.36300
C -3.66134 0.27457 -3.96199
C 2.97604 -3.56112 -0.99877
H -4.70752 1.72146 -1.96690
H 0.41733 0.83350 5.01873
C 1.67058 1.63594 -3.65667
H 0.68445 5.34520 2.27496
H -3.04084 1.07536 -4.38475
C 0.30314 1.27423 4.01708
H -3.36671 1.45156 1.52506
C 2.79563 1.68440 3.94494
C -0.51291 0.61196 -3.07858
H 1.37897 -3.79427 2.02073
H 3.72390 1.60519 3.35899
H 0.89261 3.99969 3.41335
C 0.77889 1.05650 -2.71664
C 1.17775 4.06870 -0.07134
H -3.02528 2.24517 -2.20342
H 4.42262 1.84401 -1.65928
H -4.13833 -1.11292 -0.77657
H 2.81752 -5.82473 2.17827
H 3.72156 1.67568 0.69369
H 0.90882 -2.04044 -2.21132
H -0.81022 0.83386 -4.10852
C 3.70637 -5.53404 0.21937
C 2.46502 1.24370 -1.04551
C 1.87212 -0.49169 3.16652
C -1.64178 -3.18254 -1.65081
H 2.60480 2.73555 4.20260
C 0.28809 -2.33821 -3.06228
H -2.72353 -3.12926 -1.46412
H 2.95857 1.14425 4.89145
H 3.00125 0.06845 0.70667
H 3.69701 3.64979 0.83424
H 4.45682 -4.94650 -1.71936
H -5.06309 0.97065 3.25905
C -1.96413 -2.51594 -4.06541
C 3.76933 -4.70586 -0.90985
H -1.11574 -2.98430 -0.71179
H -0.56267 0.80715 3.52931
O -2.85223 3.97946 0.32987
Sn -0.51453 0.69497 0.04714
C 2.80064 1.12246 0.44763
H -3.05148 -2.56779 -3.92826
C -3.39083 0.09288 -2.46296
C 1.21935 -2.12854 -0.01260
C 2.08347 -3.25633 0.05191
H 0.52759 -3.39002 -3.29049
H -1.71996 -1.78701 -4.85087
C -3.05759 -1.77283 3.58446
H 3.38590 3.76438 2.58955
H -3.50680 1.40481 -0.69861
H 3.04039 -2.88301 -1.85005
C -4.12385 -0.91063 3.86238
H -1.40468 -4.21071 -1.96632
C 1.60497 1.02148 3.23424
N 1.21722 0.89927 -1.41453
H 2.81928 -0.72309 2.65953
H -5.37286 -0.57658 -1.94142
H 0.14175 3.80387 -0.33521
C -2.16150 -1.43368 2.56447
H 3.66594 2.33074 -4.02178
C -1.98179 3.25972 0.51255
C 3.40156 1.66899 -1.98463
C -3.65387 1.44741 -1.78539
H -4.84166 -1.14114 4.64512
H -3.50365 -0.63818 -4.54567
C 3.01449 4.04820 1.59757
*
```

Computed properties:
Frontier orbital gap (spin up / spin down), eV: 6.391 / 5.323
Molar mass, g mol⁻¹: 723.49
E_LUMO (spin up / spin down), hartree: -0.3717 / -0.3748

The following is a quantum chemistry calculation of a 2-piece molecular cluster, C5H6N6S overall, from the OMol25 dataset.

Geometry as ORCA input:
```
! wB97M-V def2-TZVPD RIJCOSX def2/J DEFGRID3
* xyz 0 1
C 0.09805 0.15591 -2.17148
S 1.32354 -1.96182 -1.42325
C 0.80802 -0.34445 -1.19660
C 0.67752 -1.85942 -3.05589
N 2.78187 -1.81928 2.15733
N 0.71180 -1.61484 2.18662
H 1.01825 -2.61363 -3.72877
H -0.90288 1.89810 0.72684
H 1.24991 1.61758 1.16888
N 1.73676 -2.44534 2.48855
H -0.33575 1.13891 -2.21444
N 0.15168 -0.69312 -3.30366
N 2.52637 -0.64106 1.62257
H -1.38872 0.44424 0.76687
H -0.25664 -1.82288 2.46452
C 0.58771 0.76033 1.32257
C 1.20966 -0.44656 1.63159
N -0.66983 1.03580 1.26078
*
```

Computed properties:
Frontier orbital gap (spin up / spin down), eV: 8.485 / 6.281
Molar mass, g mol⁻¹: 182.21
E_LUMO (spin up / spin down), hartree: -0.0280 / -0.0479

The following is a quantum chemistry calculation of a 12-piece molecular cluster, H24O12 overall, from the OMol25 dataset.

Geometry as ORCA input:
```
! wB97M-V def2-TZVPD RIJCOSX def2/J DEFGRID3
* xyz 0 1
H -2.20781 1.30999 0.60399
H 0.20367 1.61835 1.99699
H -2.37653 -2.65551 4.69120
O -2.30484 -2.40147 3.76420
O -0.84400 -4.65547 3.79519
O 1.15567 -1.49962 -4.51916
H -1.16817 1.05662 -4.67561
H 1.90774 -1.94480 -4.11272
H -0.39480 -0.75631 -0.42150
O -1.38593 0.96903 -3.74078
H 0.79977 5.05390 -0.41633
H 0.41080 -1.73462 -3.95440
O -0.51049 3.21312 -1.29900
H -2.28354 -3.24136 3.29185
H 2.21192 -0.58773 2.92653
H 3.26100 0.99642 -2.53121
H 0.07915 4.60119 0.84296
H 3.71337 -0.62856 3.15898
H 1.75637 0.78935 -2.47403
H -2.34260 1.08258 -3.71120
H -1.09653 -2.81591 -2.19625
H -1.50939 -4.83072 4.47012
H 0.41514 -0.69595 0.86318
H 1.72235 1.66202 2.03853
O 0.70423 4.29851 0.17464
O 0.01807 -0.13423 0.18805
O 0.93974 2.00663 2.48322
O -0.82716 -3.73989 -2.14434
H -0.72147 -3.70005 3.82919
O 2.46578 1.31810 -2.09174
O 3.01171 -0.06006 2.82211
H -1.35357 -4.09730 -1.42036
H -1.09866 1.30268 -0.43513
H 0.05983 2.89334 -0.59086
O -1.80991 1.85193 -0.08664
H -0.60092 4.15580 -1.11967
*
```

Computed properties:
Frontier orbital gap, eV: 8.643
Molar mass, g mol⁻¹: 216.18
E_LUMO, hartree: -0.0121
SMILES: O.O.O.O.O.O.O.O.O.O.O.O

The following is a quantum chemistry calculation of a single C5H6N2O molecule, from the OMol25 dataset.

Geometry as ORCA input:
```
! wB97M-V def2-TZVPD RIJCOSX def2/J DEFGRID3
* xyz 0 1
H 2.59445 1.77020 -0.30583
H -4.67004 -0.40374 0.14716
H -0.90658 0.69601 1.06868
C -0.01008 -0.52651 -0.20886
N 2.32725 -0.86526 0.21115
C 1.42634 0.12212 -0.13692
H 2.27483 -1.79544 -0.19357
N 1.59186 1.36140 -0.19876
C -2.43650 -0.03721 0.02254
C -3.68210 -0.08092 -0.03208
O -0.01803 -1.73384 -0.29240
C -1.09072 0.46040 -0.02856
H 3.38040 -0.42429 0.61249
H -0.78108 1.45706 -0.66505
*
```

Computed properties:
Frontier orbital gap, eV: 10.003
Molar mass, g mol⁻¹: 110.12
E_LUMO, hartree: 0.0205
SMILES: [H]/N=C(\N)C(=O)CC#C